Entry from the OMol25 dataset: a cluster of 2 separate species, C3H9NO in total at a distorted geometry (wB97M-V/def2-TZVPD).

Each line ends with the Mulliken charge.
Atoms and positions in Å:
O -4.5485 0.5053 0.8787  -0.37
C -3.6624 0.4064 0.0865  -0.03
H -3.0501 1.2772 -0.2315  0.20
H -3.2814 -0.5578 -0.2945  0.20
C 1.9405 -1.2115 -0.8856  -0.73
N 2.8774 -0.5754 0.0414  -0.38
C 2.7052 0.8678 0.1365  -0.79
H 0.9043 -0.9446 -0.6214  0.23
H 2.0639 -0.9098 -1.9444  0.28
H 2.0141 -2.2972 -0.7610  0.29
H 3.8232 -0.7819 -0.2596  0.23
H 2.7689 1.3824 -0.8467  0.28
H 3.5007 1.2899 0.7298  0.31
H 1.7502 1.0992 0.6004  0.28

Results
2S+1: 1
HOMO-LUMO gap, Eh: 0.352
HOMO energy, eV: -8.9
Structure (SMILES): C=O.CNC
Energy, Eh: -249.639829

=====

Entry from the OMol25 dataset: the molecule C3H9NO at a distorted geometry (wB97M-V/def2-TZVPD).

Each line ends with the Mulliken charge.
Atoms and positions in Å:
C -0.6311 0.0965 1.7925  -0.73
C -0.5962 -0.1606 -0.6472  -0.53
C 0.8429 -0.4654 -1.0435  -0.30
H -1.1787 -0.8797 1.7071  0.26
H -1.0770 0.7944 2.6122  0.28
H 0.3506 -0.2389 2.2031  0.20
H -1.1166 1.5326 0.3863  0.25
H -1.2076 -1.1655 -0.5786  0.28
H -0.8906 0.4346 -1.5068  0.33
H 0.8570 -1.4886 -1.5993  0.21
H 1.5029 -0.4208 -0.1134  0.28
H 2.3607 0.6596 -1.6890  0.35
N -0.4881 0.7454 0.4958  -0.33
O 1.2719 0.5567 -2.0193  -0.54

Results
2S+1: 1
HOMO-LUMO gap, Eh: 0.361
HOMO energy, eV: -8.8
Structure (SMILES): CNCCO
Energy, Eh: -249.620245

=====

Entry from the OMol25 dataset: the molecule C3H9NO at a distorted geometry (wB97M-V/def2-TZVPD).

Each line ends with the Mulliken charge.
Atoms and positions in Å:
C -0.6427 0.0292 -0.7411  -0.39
N 0.2090 -0.0649 0.4463  -0.23
C 0.7781 -1.1938 1.0258  -0.32
O 0.1178 -1.6839 2.1534  -0.54
C -0.5459 1.5392 -1.2732  -1.02
H -1.7204 0.0253 -0.3947  0.23
H -0.3654 -0.8076 -1.5078  0.31
H 0.8900 0.6326 0.2720  0.18
H 1.9860 -1.1289 1.2665  0.23
H 0.9552 -2.0507 0.2843  0.27
H -0.0794 -0.7968 2.6724  0.34
H -1.1191 1.4898 -2.2137  0.33
H 0.5638 1.7774 -1.5018  0.34
H -1.0270 2.2330 -0.4883  0.26

Results
2S+1: 1
HOMO-LUMO gap, Eh: 0.378
HOMO energy, eV: -9.3
Structure (SMILES): CCNCO
Energy, Eh: -249.630764

=====

Entry from the OMol25 dataset: a cluster of 2 separate species, C3H9NO in total at a distorted geometry (wB97M-V/def2-TZVPD).

Each line ends with the Mulliken charge.
Atoms and positions in Å:
C 3.4322 -4.0907 -1.9769  -0.75
C 2.3370 -3.0426 -2.2464  -0.81
H 3.7520 -4.5767 -2.8971  0.25
H 3.0724 -4.8734 -1.2977  0.26
H 4.1962 -3.6020 -1.3699  0.26
H 1.7044 -3.2969 -3.1107  0.26
H 1.5822 -3.0932 -1.4630  0.26
H 2.7363 -2.0561 -2.4668  0.27
C -1.7714 2.5376 1.7042  0.09
N -2.2205 3.5361 0.9064  -0.34
O -2.4774 1.7558 2.2986  -0.52
H -0.6903 2.5212 1.9055  0.32
H -1.7136 4.3855 0.7328  0.22
H -3.2028 3.5017 0.6694  0.23

Results
2S+1: 1
HOMO-LUMO gap, Eh: 0.406
HOMO energy, eV: -10.1
Structure (SMILES): NC=O.CC
Energy, Eh: -249.688073